The following is a DFT calculation (ωB97M-V/def2-TZVPD) of 18 unconnected molecules or ions with the total composition C69H123N2O40.

XYZ file:
```
234
C69H123N2O40 | the Open Molecules 2025 dataset | ωB97M-V/def2-TZVPD
H -0.60 4.52 4.55
H -2.47 3.54 -1.56
C 0.02 -0.38 -7.24
H -1.81 -1.22 -0.02
C -2.63 5.22 -2.70
H 4.46 2.66 -1.32
H -1.30 2.14 -3.31
C -2.76 -6.21 -1.78
H 4.06 -4.87 1.88
C 5.13 2.62 -0.47
H -0.87 -0.08 -6.69
C 0.95 -3.53 -5.54
H -5.35 -0.34 3.73
H 2.86 6.24 -2.22
O 0.81 -4.65 3.29
H -5.75 2.23 -1.18
H 8.34 -1.72 0.79
H 3.16 1.57 -5.33
H 5.00 -4.11 3.16
H -0.67 2.48 -0.42
C 0.41 -4.03 4.23
C -1.81 8.21 1.88
H -1.77 -2.11 5.29
H 1.89 -3.78 -6.04
C -1.24 7.42 0.72
H 5.64 3.75 1.27
H 6.44 1.64 3.60
H -0.48 0.75 -9.01
C -0.08 -0.22 -8.74
C -0.09 0.49 -0.93
H -1.06 -4.00 1.04
H -3.81 -6.02 -1.52
H -1.47 -2.70 2.12
H -1.85 -7.33 -3.37
C 0.37 -2.32 5.67
O -3.13 -9.34 0.44
H 0.63 -2.17 6.72
H -3.60 -1.59 -4.86
C 5.90 6.16 0.09
H 6.73 8.01 -0.41
H 0.23 -4.20 -6.01
O 1.44 2.52 -2.72
C 2.00 5.59 0.94
C 5.03 -0.76 -2.63
H 8.12 -0.02 0.79
O 5.74 6.41 1.26
O 0.73 -1.27 -4.80
H 4.05 4.12 0.56
O 0.14 7.10 1.02
H -3.61 -6.96 -3.64
C 6.01 -2.80 -2.79
H 5.40 3.08 3.52
C 6.29 -1.18 0.89
C 4.79 -2.96 1.32
H -5.67 -5.23 4.54
O -0.90 -3.78 4.42
H -0.86 1.25 0.90
C -6.31 -5.31 3.66
H -1.31 7.99 -0.21
H -6.52 6.76 0.80
C -1.98 3.94 -2.45
C -4.45 -0.67 3.22
H 2.66 4.56 -1.68
C 0.63 -6.38 -0.17
N 0.86 -0.58 -0.53
H -4.95 7.39 0.22
C -1.12 -2.06 0.09
O 6.23 -1.38 -2.71
C 7.74 -0.93 1.26
H 1.51 0.45 1.97
O -1.97 -5.03 -1.72
C -5.00 5.33 0.45
C 0.25 4.12 5.10
O -3.32 -0.52 4.08
H 6.67 -3.17 -3.57
C -2.27 -0.08 3.35
O -4.32 5.46 1.62
H -6.07 0.61 -0.64
C 0.66 -2.06 -5.70
C -8.62 -5.68 3.35
C -1.87 -4.50 -2.96
H -2.09 0.40 -3.05
C 2.90 5.19 -2.53
H 3.95 -3.62 -2.53
C -2.98 -8.56 1.32
C 2.32 4.28 4.17
H 0.81 2.00 5.27
H -1.74 7.66 2.82
H 1.57 2.61 -0.22
C 1.10 2.09 0.63
H 0.96 2.86 1.38
H -2.48 -1.25 -2.56
H 3.33 -3.58 2.74
H 2.75 5.89 0.22
O 5.65 4.95 -0.43
H 1.46 1.08 -5.19
C -1.63 -3.06 1.11
H -0.38 -6.00 0.01
H -1.04 0.05 -1.22
H 0.33 0.84 -1.88
H -0.08 4.08 6.13
H 5.70 -0.27 1.06
O -7.64 -5.11 4.09
C 6.27 7.18 -0.94
H -1.06 -2.53 -0.90
C 4.29 -3.92 2.36
H 6.93 6.74 -1.68
C 1.97 0.95 1.12
C -5.70 6.62 0.09
H 1.21 -4.58 0.88
H -6.35 0.97 -2.32
C 0.27 -1.57 0.46
H -3.87 4.33 3.26
H 7.93 -0.92 2.33
N -3.17 6.21 -2.92
H 4.71 2.96 5.71
H 2.95 1.36 1.37
H -2.02 4.42 -5.20
O -1.46 -3.41 -3.20
O 1.91 3.03 3.90
H -4.46 1.29 2.29
H -4.40 3.38 1.90
O 2.92 -0.24 4.02
C -4.10 0.28 2.08
H -3.28 -7.38 4.16
H -0.04 2.45 3.71
H -2.89 -5.74 2.49
C -5.91 -4.33 2.56
C -2.38 4.04 1.70
H 5.96 1.84 6.03
C 1.90 -5.62 -1.90
O -2.67 0.27 2.11
C 2.17 -0.06 0.01
H -10.20 -5.83 4.83
H -2.35 4.09 0.61
H 2.70 -0.91 0.43
H -4.48 -1.71 2.89
C 0.64 2.75 4.50
H 5.35 7.53 -1.42
H 2.77 0.28 -0.83
O 4.17 -2.75 0.29
H -1.81 4.90 2.06
O 2.38 -4.98 -0.81
H 4.42 -3.20 -4.18
H 0.83 0.26 -6.86
H -6.12 -6.30 3.25
H 2.02 5.79 -4.41
C 1.99 2.59 -3.80
H -0.50 3.66 -5.00
C -1.57 3.46 -4.94
O 4.17 0.96 5.46
H 4.81 1.81 0.19
H 2.29 6.05 1.89
C -2.80 -0.41 -3.19
C -2.58 -7.74 3.41
H -2.01 3.09 2.07
H 1.79 -0.75 -2.46
H -1.28 9.16 1.90
C -3.82 4.26 2.17
C 3.73 0.61 4.24
H 2.01 4.52 1.09
O -3.18 -8.78 2.64
H 0.31 -1.10 1.44
O -2.26 -5.39 -3.89
H 0.99 -2.38 0.50
O 0.03 5.31 -0.32
H -0.68 -1.02 -9.16
C -2.01 2.92 -3.58
H -2.68 -3.34 1.02
H -1.90 -1.22 -4.92
O 0.87 -6.41 -1.57
C -2.87 -0.81 -4.64
H -1.35 -3.41 6.43
O -8.39 -6.33 2.36
H 0.92 -0.27 -9.16
O 1.16 -3.46 5.19
O 4.04 -1.61 -2.91
H -3.04 0.09 -5.24
H -2.41 -6.98 -1.10
O 5.75 -2.17 1.78
O 0.32 -1.75 -6.96
H -2.85 8.45 1.67
H 0.64 -1.50 5.02
O -1.14 -0.03 3.73
C 1.99 4.94 -3.72
C 2.34 1.39 -4.63
H -6.34 -3.34 2.72
O 3.38 4.72 3.85
O 1.38 4.95 4.88
H -6.28 -4.73 1.61
O 4.41 1.28 3.29
H -1.66 -8.03 3.91
H -1.75 6.48 0.51
H -10.67 -5.84 3.16
H 0.95 4.95 -3.36
H 6.32 -3.31 -1.88
C 5.46 2.05 3.86
H -1.83 2.73 -5.71
H 1.82 -2.21 -1.52
H 2.60 0.57 -3.97
C 5.09 3.91 0.34
C -0.24 1.61 0.08
C -4.27 0.78 -1.73
O 4.85 0.37 -2.30
H -3.03 2.53 -3.66
H 0.78 -7.38 0.24
H 3.93 5.05 -2.86
C -5.69 1.19 -1.48
H 6.23 -1.48 -0.15
H -0.94 4.13 -2.17
C -9.99 -5.37 3.87
C 1.71 -5.40 0.37
H -1.26 -6.31 2.43
H 1.02 -3.74 -4.48
C 4.53 -2.94 -3.13
H 2.42 -5.90 1.02
C 0.63 5.99 0.49
O 2.36 -5.50 -2.99
H -4.83 -4.16 2.50
H -4.52 -0.03 1.13
C -2.30 -6.65 2.35
O -2.57 -7.27 1.12
H 6.14 2.39 -0.79
O 2.30 3.74 -4.42
H -10.20 -4.30 3.81
H 0.29 -1.66 -2.24
O -3.35 1.21 -1.06
O -4.13 -0.03 -2.77
C 1.21 -1.34 -1.75
C -2.66 -6.61 -3.27
H -6.09 6.54 -0.92
C -1.04 -2.88 5.53
O -4.99 4.32 -0.20
C 5.13 2.01 5.36
```

Values from the calculation:
- Multiplicity: 1
- E_LUMO: -1.6 eV
- Net charge: +1
- M: 1620.7 g mol⁻¹

Mulliken population analysis, charges in e, atoms 1 to 6: 0.14 -1.21 0.56 -0.79 -0.32 -0.20



The following is a DFT calculation (ωB97M-V/def2-TZVPD) of a molecular structure, C42H72ClO5PPtSSi5.

XYZ file:
```
128
C42H72ClO5PPtSSi5 | the Open Molecules 2025 dataset | ωB97M-V/def2-TZVPD
H -0.23 0.96 6.38
C -4.35 3.54 -1.65
O -1.62 1.55 2.39
H 5.30 1.62 1.47
C 5.40 0.16 3.05
H -1.48 0.00 -1.06
H -0.67 1.56 -1.73
H -3.92 2.38 1.67
H -0.99 3.45 0.52
H -2.81 0.64 -7.16
C 0.72 0.62 5.98
H 3.10 1.94 3.85
H -2.08 2.32 4.91
H -2.83 -2.07 -4.37
H 0.76 -1.61 -5.81
C 1.32 1.67 5.05
C -3.97 0.88 -1.05
C -5.24 1.40 -1.06
H 0.02 -4.95 -2.93
C 2.61 -3.60 -1.49
H -1.57 -5.30 -2.22
H 1.93 3.75 5.14
H -0.47 3.92 2.13
H -2.61 -0.86 3.11
H -1.19 -0.07 -7.11
C -0.16 3.86 1.09
H 3.05 2.86 1.84
H 1.44 3.91 -0.99
C -1.55 1.02 -1.45
H -3.46 1.24 5.20
H 1.10 2.18 -1.05
H 0.57 -0.32 5.45
Pt 0.65 -0.54 -0.19
C 2.66 1.19 4.51
C -1.25 2.25 -4.81
H -0.40 2.27 -5.50
H -3.95 0.31 -3.15
H 1.40 0.44 6.82
C -3.33 -0.10 2.81
H 2.12 2.87 6.67
C 2.29 -4.48 1.89
H -4.47 -0.13 -4.79
H 4.22 -1.03 -4.79
H -1.34 -2.76 -5.04
H 4.25 -1.10 -3.03
Si -0.07 1.09 2.65
H 4.03 -3.20 0.05
H 2.11 -0.62 -6.37
H -3.41 3.35 3.06
H 0.60 0.15 -5.89
C -2.80 1.29 3.15
C 2.19 3.54 1.85
C -2.09 -2.86 -4.25
Si 0.72 -1.61 -2.22
H -1.48 -5.22 1.58
H 6.22 0.65 3.56
Si -1.31 -2.87 -2.53
Cl -1.77 4.13 -1.95
H 2.51 4.52 1.49
H -4.47 4.60 -1.86
H -6.44 3.17 -1.38
P 2.07 -1.95 0.72
H 2.53 0.26 3.96
H 1.47 1.97 -3.71
O 1.70 -3.04 -2.28
O 0.40 1.93 3.98
H -0.59 -3.01 0.91
C 3.65 -1.36 -3.91
C 1.60 2.96 -0.48
H 2.67 2.74 -0.50
C 4.85 -0.99 3.58
C -0.42 -5.01 1.68
H -3.48 -0.17 1.74
C 0.07 -3.78 1.28
H 5.23 -1.40 4.51
Si 1.98 -0.49 -3.91
H 3.36 1.01 5.33
O 2.89 -4.77 -1.56
H 3.36 -4.30 1.94
C 3.84 0.07 1.23
H 0.50 3.36 6.12
H -6.08 0.76 -0.81
H 2.47 -6.45 2.70
H -1.85 0.56 4.95
C -0.71 -4.62 -2.19
C 3.30 -1.10 1.75
H 1.84 3.64 2.88
H -4.76 2.21 3.22
C 3.26 -2.65 -0.51
C -3.79 2.38 2.75
H -3.82 -0.16 -0.80
C -2.53 1.36 4.65
H 2.74 1.46 -2.60
H -1.96 3.02 -5.13
H -3.40 -3.32 -1.32
H -4.31 1.57 -4.33
H 3.34 -2.50 3.39
H -2.59 -3.82 -4.41
C 1.79 -5.70 2.30
H -0.25 -4.71 -1.21
C 4.89 0.70 1.88
C 3.79 -1.62 2.94
H -2.60 -1.05 -6.67
C 1.28 -0.67 -5.65
C 1.09 3.00 0.95
H -3.25 -1.60 -1.65
H -2.35 -2.33 -0.30
S 0.22 -0.95 2.66
H -0.89 2.50 -3.82
C 0.44 -5.97 2.20
C -3.07 3.01 -1.65
C 1.43 -3.50 1.39
O 0.80 1.62 1.32
H -4.28 -0.28 3.31
C -3.87 0.57 -4.21
C -2.16 -0.05 -6.61
C -5.44 2.74 -1.37
C 2.34 1.32 -3.60
Si -2.12 0.60 -4.86
H 3.57 -2.45 -3.96
H 3.43 0.50 0.32
H 3.10 1.67 -4.31
C -2.82 1.64 -1.38
H 0.05 4.87 0.73
H 0.05 -6.93 2.51
C 1.48 2.99 5.79
H 3.72 -1.82 -1.03
C -2.70 -2.48 -1.33
```

Values from the calculation:
- Multiplicity: 1
- E_LUMO: -1.7 eV
- M: 1091.0 g mol⁻¹

Mulliken population analysis, charges in e, atoms 1 to 6: 0.41 -0.58 0.32 0.35 -0.71 -1.43



The following is a DFT calculation (ωB97M-V/def2-TZVPD) of 2 unconnected molecules or ions with the total composition CH5NOS2.

XYZ file:
```
10
CH5NOS2 | the Open Molecules 2025 dataset | ωB97M-V/def2-TZVPD
H -0.77 0.80 -0.18
H 1.83 1.81 -2.29
H 1.77 -0.85 -1.00
H -0.16 -0.98 2.22
H 2.20 -0.46 -2.62
S -1.74 0.28 0.58
O 1.36 1.52 -0.33
N 1.82 -0.16 -1.75
C 1.67 1.14 -1.43
S -0.66 -1.44 1.06
```

Values from the calculation:
- Multiplicity: 1
- E_LUMO: 0.4 eV
- M: 111.2 g mol⁻¹
- SMILES string: NC=O.SS

Mulliken population analysis, charges in e, atoms 1 to 6: 0.16 0.34 0.22 0.19 0.21 -0.15



The following is a DFT calculation (ωB97M-V/def2-TZVPD) of a gas-phase ion, C7H9Br2N4 (charge +1).

XYZ file:
```
22
C7H9Br2N4 | the Open Molecules 2025 dataset | ωB97M-V/def2-TZVPD
H 0.01 -0.79 0.03
H 0.84 1.17 -3.17
H 1.03 -0.50 -3.65
H -2.04 -1.04 -2.62
C 0.32 0.16 -3.20
H -0.57 -2.00 -3.09
Br -3.20 1.64 2.51
N -0.09 -0.45 -1.97
C 0.26 0.11 3.96
N 1.23 0.56 1.82
N 0.94 0.95 -0.40
C 1.26 1.40 0.86
H -1.42 -2.13 -1.54
H -0.57 0.40 -3.72
C 1.33 0.28 3.06
H 1.04 1.55 -1.18
N -0.91 0.47 3.67
C -1.05 -1.48 -2.31
C -1.94 0.54 3.08
Br 3.01 -0.38 3.64
C 0.26 -0.17 -0.77
H 0.27 -0.31 4.97
```

Values from the calculation:
- Multiplicity: 3
- E_LUMO (spin up / spin down): -3.9 / -5.3 eV
- Net charge: +1
- M: 309.0 g mol⁻¹

Mulliken population analysis, charges in e, atoms 1 to 6: 0.39 0.33 0.36 0.35 -0.94 0.35



The following is a DFT calculation (ωB97M-V/def2-TZVPD) of a molecular structure, C15H29Br3O6S.

XYZ file:
```
54
C15H29Br3O6S | the Open Molecules 2025 dataset | ωB97M-V/def2-TZVPD
C 2.50 3.42 0.35
H 4.05 1.82 2.04
C -2.57 0.53 -1.42
H -2.81 -0.53 -1.34
H 3.52 4.08 2.15
O -1.17 0.77 -1.65
C 0.93 1.46 0.54
H -1.43 -0.28 1.29
C 0.21 -0.69 -0.11
H -0.39 -6.15 -1.29
C -3.82 2.62 -0.60
H 0.60 0.06 -1.99
O 0.86 -1.98 -0.45
H -1.90 -2.47 -0.28
H 0.06 1.51 1.20
H -3.88 0.66 0.23
Br -1.23 -6.81 0.94
H -2.59 -2.12 2.66
H -3.08 0.89 -2.30
H 3.36 5.30 0.93
Br 1.73 -6.80 -0.23
H -2.36 1.52 0.49
H 0.65 1.95 -0.38
C -1.59 -2.35 0.75
H -3.23 3.45 -0.24
H 3.69 2.25 -1.05
C -0.76 -1.08 1.00
H 3.65 0.90 0.59
O 1.26 0.08 0.32
H -3.46 -3.17 1.52
C -0.32 -0.29 -1.50
O -0.07 -3.81 -1.67
Br -0.50 -8.61 -1.60
H -3.95 2.72 -1.67
H 4.58 4.07 0.71
H 2.97 0.47 2.14
C -2.85 -2.27 1.62
S 0.50 -2.54 -1.87
H 1.70 2.62 2.14
H -4.80 2.71 -0.15
H 1.63 4.06 0.26
O 1.49 -2.36 -2.83
H -0.13 -1.28 1.87
C 3.27 1.30 1.51
C 2.09 2.21 1.21
C -0.13 -6.97 -0.64
H 2.11 2.69 -1.65
H -1.04 -3.20 1.10
C 3.58 4.25 1.08
H -3.42 -1.39 1.33
O -0.66 -1.47 -2.23
C 2.95 3.04 -1.05
C -3.13 1.29 -0.22
H 3.33 3.91 -1.56
```

Values from the calculation:
- Multiplicity: 1
- E_LUMO: 0.3 eV
- M: 577.2 g mol⁻¹

Mulliken population analysis, charges in e, atoms 1 to 6: 0.70 0.41 -0.41 0.17 0.44 -0.39



The following is a DFT calculation (ωB97M-V/def2-TZVPD) of a molecular structure, C3H3LiO2Rh.

XYZ file:
```
10
C3H3LiO2Rh | the Open Molecules 2025 dataset | ωB97M-V/def2-TZVPD
Rh -0.45 1.89 3.20
O 0.71 3.17 0.82
C -0.55 -1.04 0.48
O 0.78 0.72 1.38
H 1.55 -0.89 0.37
C 1.43 2.33 0.40
C 0.62 -0.49 0.80
H -0.57 -1.98 -0.07
Li 3.00 1.28 1.64
H -1.49 -0.49 0.55
```

Values from the calculation:
- Multiplicity: 5
- E_LUMO (spin up / spin down): -4.6 / -7.2 eV
- Net charge: +1
- M: 180.9 g mol⁻¹

Mulliken population analysis, charges in e, atoms 1 to 6: 0.58 -0.24 -0.69 -0.41 0.16 0.04